(1)
Here is a structure of composition C6H4Cl2F12MgO12S4 from the OMol25 dataset. Energies are from ωB97M-V with the def2-TZVPD basis set.

```
! RIJCOSX wB97M-V def2-TZVPD def2/J DEFGRID3
* xyz -2 1
Mg 0.08263 -0.09665 -0.49886
C -2.69681 1.64727 2.84836
F -2.16469 1.00521 3.90964
F -3.95228 1.92123 3.10833
F -2.07116 2.81600 2.62498
S -2.50778 0.40459 1.30093
O -2.75906 -0.93674 1.85461
O -3.46243 0.70505 0.19591
O -1.15400 0.60632 0.80897
C -0.59302 3.79472 -2.07817
F -0.67474 3.84645 -0.76597
F -1.51240 4.46703 -2.70024
F 0.63962 4.10163 -2.50343
S -1.03546 1.95228 -2.67927
O -0.16494 1.06060 -1.87074
O -2.38740 1.64460 -2.34281
O -0.76762 1.94028 -4.10947
C 2.44298 -3.18465 1.65724
F 3.38036 -2.29165 1.35850
F 2.41489 -4.09413 0.75422
F 2.73626 -3.66007 2.88590
S 0.73034 -2.32373 1.73409
O 0.78389 -1.48434 2.92732
O 0.61621 -1.46465 0.52220
O -0.35590 -3.32405 1.74165
C -1.98796 -3.13985 -3.07995
F -1.34976 -2.38544 -3.94404
F -3.04427 -3.69441 -3.53708
F -1.14891 -4.06930 -2.48727
S -2.51436 -1.93162 -1.63588
O -2.96145 -2.82652 -0.57098
O -1.26669 -1.27659 -1.22110
O -3.48084 -0.94628 -2.10621
Cl 5.87325 1.94170 1.81691
C 4.38152 1.07528 1.59647
C 3.68320 1.73199 0.37820
Cl 2.26131 0.81915 -0.16868
H 3.84782 1.10126 2.54652
H 4.45984 -0.00503 1.47441
H 4.29999 1.84928 -0.51282
H 3.37983 2.70381 0.76760
*
```

Calculated values
- frontier orbital gap (Eh) = 0.253
- maximum force (eV/Å) = 6.0
- total energy (eV) = -137302.19675
- energy above the lowest of the compared OMol25 structures with the same formula, charge and spin (eV) = 3.7883

Löwdin atomic charge list, values in e, 2 entries:
1 Mg 0.355
2 C -0.623

---

(2)
Here is a cluster of 2 separate species, C7H19BNO2 in total from the OMol25 dataset. Energies are from ωB97M-V with the def2-TZVPD basis set.

```
! RIJCOSX wB97M-V def2-TZVPD def2/J DEFGRID3
* xyz 1 1
B 1.27808 -0.41290 1.76983
C -3.30523 1.19183 -1.79281
C -1.18247 1.71953 -3.00978
C 1.63395 0.24074 4.21044
C 2.75189 -2.47922 1.76186
C -1.12155 0.67918 -0.59135
C 0.32102 0.30276 -0.61914
C -1.80341 0.76822 -2.00993
N 0.59561 -0.99507 -1.21039
O 1.37232 0.37360 2.79600
O 1.80847 -1.56234 1.24689
H -3.77544 1.41983 -2.70691
H -3.32647 2.11247 -1.21453
H -3.79739 0.30603 -1.38386
H -0.34622 1.25780 -3.45389
H -0.90409 2.57766 -2.48772
H -1.92824 1.90066 -3.72530
H 2.00567 1.16276 4.56681
H 2.36384 -0.47641 4.59120
H 0.77148 -0.07236 4.58461
H 3.17070 -3.09244 1.03021
H 2.07244 -3.06241 2.34066
H 3.46240 -2.02062 2.58057
H -1.72653 -0.07834 -0.01624
H -1.21953 1.58722 -0.01015
H 1.15222 1.02090 -0.83738
H -1.94591 -0.29132 -2.44450
H 1.10720 -1.48653 -0.40814
H 0.83373 -0.99275 -2.16722
H -0.31853 -1.59845 -1.38985
*
```

Calculated values
- frontier orbital gap (spin up / spin down) (Eh) = 0.306 / 0.306
- maximum force (eV/Å) = 4.6
- total energy (eV) = -13819.58125
- energy above the lowest of the compared OMol25 structures with the same formula, charge and spin (eV) = 2.9119

Löwdin atomic charge list, values in e, 2 entries:
1 B -0.292
2 C -0.068

---

(3)
Here is an isolated molecule of C6H9N3O3 from the OMol25 dataset. Energies are from ωB97M-V with the def2-TZVPD basis set.

```
! RIJCOSX wB97M-V def2-TZVPD def2/J DEFGRID3
* xyz 0 1
C 2.73428 -0.73555 0.56998
N 1.45156 -0.60680 -0.10267
C 0.61642 -1.72493 -0.52431
N -0.72019 -1.57288 -0.21176
C -1.35157 -0.48287 -0.23346
C -2.84061 -0.33738 0.05627
O -3.52560 -1.27779 0.20895
O -3.33330 0.90239 -0.07805
C -0.50644 0.83084 -0.46161
N -1.15570 2.01922 0.08589
C 0.94221 0.62938 0.09049
O 1.46042 1.50442 0.75060
H 3.26936 0.34797 0.52508
H 2.66895 -0.87116 1.57987
H 3.33242 -1.44854 0.02553
H 1.05857 -2.67683 -0.09759
H 0.77125 -1.83617 -1.68034
H -2.78950 1.71551 -0.01075
H -0.45065 0.89856 -1.54086
H -0.63046 2.84730 -0.02299
H -1.00144 1.87532 1.07176
*
```

Calculated values
- frontier orbital gap (Eh) = 0.356
- maximum force (eV/Å) = 4.5
- total energy (eV) = -16979.73440
- energy above the lowest of the compared OMol25 structures with the same formula, charge and spin (eV) = 0.9533

Löwdin atomic charge list, values in e, 2 entries:
1 C -0.033
2 N -0.082

---

(4)
Here is an isolated molecule of C10H19N3O2S from the OMol25 dataset. Energies are from ωB97M-V with the def2-TZVPD basis set.

```
! RIJCOSX wB97M-V def2-TZVPD def2/J DEFGRID3
* xyz 0 1
C 2.61271 -0.84886 -2.53809
C 2.26502 -0.13430 -1.23754
C 3.30054 -0.42124 -0.15198
C 3.11316 0.40212 1.12246
C 1.89332 -0.01062 1.95560
C 0.54671 0.24778 1.32134
O -0.29221 -0.63050 1.21195
N 0.36899 1.54710 0.94970
C -0.59041 2.25363 0.22206
S -0.11849 3.73929 -0.33652
N -1.81038 1.80136 -0.03399
N -2.44489 0.65113 0.39852
C -3.72786 0.45645 -0.00528
O -4.32801 1.30766 -0.63028
C -4.28672 -0.88193 0.41777
C -3.62082 -2.02177 -0.35400
H 1.86317 -0.64221 -3.29787
H 2.65679 -1.92456 -2.38222
H 3.57910 -0.51608 -2.91031
H 1.27954 -0.46776 -0.90884
H 2.21484 0.94194 -1.42116
H 3.27713 -1.48445 0.09672
H 4.29191 -0.19953 -0.55427
H 3.06695 1.46197 0.85980
H 3.99416 0.26731 1.75389
H 1.91183 0.53055 2.90612
H 1.94514 -1.07859 2.17445
H 1.17881 2.14523 1.08092
H -2.44873 2.39528 -0.56551
H -1.82465 -0.07433 0.78539
H -4.12653 -1.01565 1.48890
H -5.35853 -0.87249 0.21861
H -3.74148 -1.87409 -1.42466
H -2.55896 -2.08088 -0.12718
H -4.08115 -2.96897 -0.08452
*
```

Calculated values
- frontier orbital gap (Eh) = 0.318
- maximum force (eV/Å) = 0.6
- total energy (eV) = -30079.38231
- energy above the lowest of the compared OMol25 structures with the same formula, charge and spin (eV) = 0.0000

Löwdin atomic charge list, values in e, 2 entries:
1 C -0.107
2 C -0.266

---

(5)
Here is a structure of composition C9H22N3O2P2Ti from the OMol25 dataset. Energies are from ωB97M-V with the def2-TZVPD basis set.

```
! RIJCOSX wB97M-V def2-TZVPD def2/J DEFGRID3
* xyz 3 1
Ti -12.33489 4.67476 -3.18715
C -11.63331 8.26390 -2.65714
P -12.68562 7.15177 -3.48802
C -12.57717 7.44270 -5.19501
C -14.43138 7.38019 -3.02434
C -15.26182 6.29449 -3.69518
P -14.95282 4.57868 -2.99458
C -15.86099 3.44318 -3.96185
C -15.54396 4.55351 -1.31677
H -11.61000 8.23257 -1.57533
H -11.79862 9.25928 -2.95598
H -10.66010 7.94540 -2.94475
H -11.56700 7.75772 -5.49273
H -13.30496 8.25840 -5.52906
H -12.68335 6.50276 -5.74389
H -14.77940 8.33830 -3.46023
H -14.53903 7.37609 -1.91578
H -15.19860 6.30995 -4.78799
H -16.30478 6.49279 -3.35437
H -16.92280 3.62117 -3.77921
H -15.62048 2.41156 -3.62985
H -15.52937 3.49007 -4.94178
H -16.62161 4.69570 -1.40788
H -15.09939 5.36772 -0.75920
H -15.33566 3.60336 -0.82045
O -10.48351 2.91918 -6.33282
C -11.10964 3.53604 -5.63097
N -11.78856 4.17970 -4.82540
C -12.22610 2.33066 -0.10919
N -11.01173 3.07690 0.12952
C -10.45887 3.85129 -0.77398
N -9.26768 4.33373 -0.82650
O -11.24687 4.27666 -1.81664
H -12.64092 2.03886 0.87772
H -11.97736 1.40314 -0.59796
H -13.00529 2.96192 -0.60896
H -10.37784 2.71279 0.74368
H -8.50920 3.99943 -0.24268
H -9.03517 4.96643 -1.57605
*
```

Calculated values
- frontier orbital gap (Eh) = 0.308
- maximum force (eV/Å) = 3.3
- total energy (eV) = -59922.38195

Löwdin atomic charge list, values in e, 2 entries:
1 Ti 0.974
2 C -0.202

---

(6)
Here is a cluster of 4 separate species, C3H12N2O5 in total from the OMol25 dataset. Energies are from ωB97M-V with the def2-TZVPD basis set.

```
! RIJCOSX wB97M-V def2-TZVPD def2/J DEFGRID3
* xyz 0 1
N -0.83947 0.18903 -2.34504
C -1.93380 0.66664 -1.66082
O -2.69786 1.46791 -2.18116
N -2.08665 0.31357 -0.34806
C -1.19132 -0.58135 0.40076
C 0.07487 0.12279 0.80509
O 0.73729 -0.41816 1.66804
H -0.36373 0.81763 -2.96819
H -0.13538 -0.33781 -1.84832
H -2.93230 0.56198 0.13656
H -0.93737 -1.43215 -0.22402
H -1.76259 -0.94053 1.24875
H 0.39957 1.06499 0.35180
O 2.80594 0.93659 0.46970
H 3.01782 1.23987 1.35984
H 2.84025 -0.02271 0.58448
O 2.01207 -0.13542 -1.97435
H 2.58766 -0.22079 -2.74849
H 2.58727 0.37622 -1.37954
O -1.04051 -1.15188 3.81426
H -0.53982 -0.53551 3.25747
H -0.60193 -1.98093 3.58123
*
```

Calculated values
- frontier orbital gap (Eh) = 0.364
- maximum force (eV/Å) = 2.3
- total energy (eV) = -16523.62195
- energy above the lowest of the compared OMol25 structures with the same formula, charge and spin (eV) = 0.0000

Löwdin atomic charge list, values in e, 2 entries:
1 N 0.161
2 C -0.620

---

- Among the records above, which one has the lowest maximum force?
  C10H19N3O2S